Record 1
25
Properties=species:S:1:pos:R:3:forces:R:3 method="wB97M-V/def2-TZVPD" energy_ha=-941.0672 lumo_ev=0.302
B 0.23948 -0.51843 0.15505 0.9 2.9 2.2
C 2.84704 -3.05339 -1.92127 3.5 -1.4 -2.6
C 1.64008 -3.58980 -1.68372 -1.3 0.0 0.8
C 3.26229 -1.77771 -1.58529 1.0 0.3 -0.4
C -3.17871 2.82225 1.11471 -1.2 -0.6 -0.8
C -2.28898 3.56290 1.88118 -1.3 2.1 1.3
C 0.78818 -2.77944 -0.96941 -3.1 -0.8 2.1
C 2.40855 -1.04377 -0.79558 2.0 1.4 -0.7
C -2.81573 1.62778 0.46219 1.4 2.8 2.4
C -1.05178 3.04106 2.15134 0.1 -1.6 -1.7
C 1.20374 -1.53404 -0.47528 -2.9 -0.7 0.3
C -1.53197 1.17537 0.63694 0.7 -0.8 0.3
C -0.63528 1.86410 1.47212 0.6 0.5 0.3
N -1.05573 -0.04144 0.08069 1.7 0.4 0.6
S 1.05108 1.30340 1.54440 -1.6 -2.2 -1.5
H 3.45126 -3.81580 -2.52878 -0.1 1.8 0.8
H 1.52073 -4.59643 -2.06867 -0.8 0.2 0.4
H 4.19805 -1.30807 -1.96664 -0.7 -0.8 0.5
H -4.26428 3.02284 0.98944 1.0 0.7 0.2
H -2.57014 4.61212 2.34742 0.4 -2.5 -0.9
H -0.25669 -3.11589 -0.56534 1.9 0.3 -1.2
H 2.61541 -0.02518 -0.50064 0.4 0.0 0.0
H -3.55801 1.26603 -0.12747 -1.7 -1.8 -1.7
H -0.38593 3.50353 2.81718 0.9 0.7 0.6
H -1.63267 -0.60197 -0.46459 -1.8 -0.7 -1.1


Record 2
32
Properties=species:S:1:pos:R:3:forces:R:3 method="wB97M-V/def2-TZVPD" charge=-1 energy_ha=-9746.8489 multiplicity=6 lumo_ev="1.360 / 1.325"
Mn 1.25905 -19.87307 -11.87782 -0.3 -1.4 -0.2
Br 1.65340 -22.28888 -11.05811 0.0 0.3 -0.1
Br -0.64704 -18.89122 -10.56653 0.0 0.0 0.1
Br 0.94941 -20.34267 -14.37314 0.1 0.4 0.2
C -0.19805 -13.50503 -12.38644 0.3 -0.4 0.0
C -0.50937 -14.75892 -11.86115 0.2 0.5 0.5
C 0.39017 -15.81360 -11.94922 -0.7 0.1 -0.1
C 1.57261 -15.59932 -12.61734 -0.2 0.4 0.1
C 1.93031 -14.36853 -13.13897 -0.4 0.1 -0.4
C 1.02085 -13.32155 -13.03258 0.2 0.0 0.0
N 2.46198 -16.73362 -12.77023 0.0 -0.1 -0.1
O 2.03202 -17.81108 -12.41587 0.4 0.0 0.0
O 3.56158 -16.54670 -13.24047 0.4 -0.1 -0.1
H -0.88556 -12.67525 -12.28750 0.0 0.0 0.0
H -1.40967 -14.88551 -11.27158 -0.1 -0.1 -0.2
H 0.12891 -16.78809 -11.54322 0.1 0.1 0.0
H 2.83423 -14.26074 -13.71899 0.1 0.0 0.2
H 1.28385 -12.35850 -13.45438 -0.1 0.0 0.0
C 7.45310 -16.84994 -10.03023 -0.2 -0.5 0.1
C 7.18385 -17.56399 -8.86326 0.3 0.3 0.2
C 6.15039 -18.47798 -8.77750 0.3 -0.2 -0.3
C 5.40384 -18.69389 -9.92341 0.1 -0.2 -0.2
C 5.65157 -18.04086 -11.11202 0.0 0.6 0.3
C 6.66387 -17.08101 -11.14533 -0.4 -0.2 -0.5
N 4.33241 -19.70467 -9.90222 0.1 -0.3 0.6
O 4.46444 -20.62936 -9.12927 -0.2 0.3 -0.2
O 3.38881 -19.51389 -10.64121 0.1 0.2 -0.1
H 8.30372 -16.18409 -10.02612 -0.1 0.2 -0.2
H 7.81783 -17.38212 -8.00188 -0.1 -0.1 0.0
H 6.00477 -19.07115 -7.88765 -0.2 0.1 0.0
H 5.04188 -18.21605 -11.98468 -0.1 -0.1 0.0
H 6.74113 -16.55433 -12.09109 0.5 0.1 0.2


Record 3
29
Properties=species:S:1:pos:R:3:forces:R:3 method="wB97M-V/def2-TZVPD" charge=-1 energy_ha=-4672.5358 multiplicity=5 lumo_ev="2.845 / 1.430"
C -1.20629 -0.75117 -1.67851 -0.2 -0.7 -1.4
C -1.38855 -1.77867 -0.72868 -1.6 -1.1 -0.8
C -2.22017 -1.25814 0.34923 -2.3 -1.3 -1.2
H -0.97578 -2.78555 -0.75989 -0.1 0.4 0.0
C -2.55482 0.12507 -0.00505 -1.7 -0.5 -0.4
C -1.89156 0.41385 -1.24354 -1.5 0.3 -0.8
H -1.93492 1.37090 -1.75384 0.1 -0.2 0.1
H -0.59917 -0.83536 -2.58216 -0.2 0.1 0.4
H -2.53419 -1.77899 1.24803 -0.1 0.0 -0.3
H -3.18622 0.79119 0.58581 0.2 -0.3 -0.3
Ir -0.58737 -0.17926 0.52776 5.9 2.8 0.0
Br 0.73111 -1.82882 1.60275 1.7 -2.8 1.8
C 1.73053 0.67414 0.24064 -0.3 0.9 -0.4
C 0.89675 1.46286 -0.62505 0.8 0.1 1.7
C 1.32513 1.22986 -1.97882 1.9 -1.8 -0.2
H 0.32578 2.33747 -0.28723 0.3 -0.5 -0.2
C 2.41327 0.27946 -1.94900 -1.6 1.3 0.5
C 2.63245 -0.09407 -0.59185 -1.1 1.2 -0.5
H 3.32786 -0.82227 -0.21905 0.2 -0.1 0.0
H 1.89289 0.89109 1.30598 -0.3 -0.4 -0.7
H 0.90311 1.69544 -2.85952 0.0 -0.1 0.0
H 2.95934 -0.07686 -2.80635 -0.1 -0.2 -0.1
Cl -0.62064 0.20741 5.68937 -0.1 0.3 -0.1
C -0.61613 1.44313 4.40721 -0.1 -0.5 -0.8
Cl -1.81430 2.71559 4.74460 0.1 0.0 0.2
Cl 1.00810 2.13988 4.27495 -0.2 0.0 0.1
C -1.09676 0.77339 3.03610 0.9 0.4 -1.2
O -1.96674 -0.07899 3.07322 0.3 0.7 0.5
O -0.44852 1.20900 1.97460 -0.9 1.8 4.2


Record 4
28
Properties=species:S:1:pos:R:3:forces:R:3 method="wB97M-V/def2-TZVPD" de_lowest_kj_mol=122.6 energy_ha=-881.9633 lumo_ev=0.058
C 3.70246 0.84146 0.61774 -1.0 -3.4 0.6
N 2.31318 1.32129 0.37544 1.4 0.4 -0.3
C 1.88264 2.61736 0.12724 -1.0 -2.0 1.2
C 0.47505 2.66791 0.15576 1.9 0.3 0.0
C -0.55436 3.61536 0.10017 -1.0 1.4 -0.7
C -1.89498 3.23141 0.21081 1.3 1.5 -1.1
C -2.19480 1.89227 0.35281 3.6 -1.3 -0.6
C -1.17548 0.95417 0.23818 -2.2 1.3 1.1
C 0.14814 1.35097 0.25784 -1.2 -4.1 -0.4
C 1.25615 0.46885 0.32772 -0.9 1.2 0.6
N 1.21257 -0.93079 0.58883 -0.6 0.5 -0.4
C 0.65855 -1.68220 -0.42247 -0.7 1.0 1.1
N -0.27351 -2.53223 -0.26663 -0.3 -2.2 0.7
C -0.65998 -2.77946 1.02142 -1.2 1.6 1.6
F -1.82573 -3.45614 1.09875 1.0 0.0 -0.3
N -0.28229 -2.23537 2.13788 1.7 -0.1 -1.9
C 0.96306 -1.44759 1.95292 -1.1 0.9 -0.2
F 2.07073 -2.18235 2.17343 0.8 -1.3 0.9
H 3.87049 0.22988 1.60146 -0.9 1.6 -1.3
H 3.90977 0.03267 -0.11399 -0.2 0.6 0.1
H 4.48419 1.52762 0.54389 0.7 1.7 -0.2
H 2.54527 3.37724 0.07836 2.2 2.1 -0.1
H -0.26267 4.63774 -0.16895 -0.4 -0.3 0.3
H -2.72241 3.86698 -0.12393 0.5 0.4 0.8
H -3.13150 1.52520 0.44212 -3.0 -0.8 0.1
H -1.48933 -0.04483 0.27285 0.0 -1.5 0.0
H 0.79576 -1.44781 -1.43586 1.0 0.9 -1.1
H 0.99598 -0.60264 2.67318 -0.3 -0.4 -0.5